No. 1
Computed, not measured: C18H45BrN2O4PS as an isolated structure, with ωB97M-V/def2-TZVPD.

Structure (XYZ):
```
72
Properties=species:S:1:pos:R:3:lowdin_charge:R:1
H -1.8841 0.8674 0.9656 0.115
C 2.9211 3.0942 1.4374 -0.112
C 3.5860 4.0688 -4.2608 -0.216
H -0.3094 1.9261 -0.1763 0.108
H 1.2262 0.8938 1.4844 0.072
H -0.4575 -1.0340 0.0824 0.121
H -4.2923 -6.8000 3.2143 0.086
H -2.1422 -0.6901 1.7276 0.101
H 0.5060 0.8673 -1.3432 0.121
H -5.8161 -6.3848 3.9325 0.087
H 2.7572 1.1754 -3.0232 0.078
C 0.0048 1.2792 -6.9810 -0.119
H 0.2303 -1.2337 1.6877 0.111
H -0.1780 0.3165 -6.5060 0.086
P -3.5369 -2.5432 5.4999 0.997
S -0.6759 -2.9169 4.7896 0.865
H 2.6925 1.9408 -0.6815 0.120
H 4.3518 3.5495 -4.8478 0.112
N 0.9360 0.4034 0.6482 -0.043
H -4.4219 -6.8614 4.9515 0.039
H 4.1119 4.8059 -3.6486 0.122
C -0.1613 -0.4906 0.9856 -0.202
C -2.2823 -2.3075 4.2063 -0.646
H -4.8634 -4.3397 3.3058 0.123
H 1.2843 -5.4599 4.4975 0.079
H -2.8514 -2.5220 6.7123 0.021
H -5.5627 -3.7773 5.3929 0.071
H -1.1222 2.5757 2.0995 0.094
H -2.1408 -1.2342 4.0718 0.029
H -3.2479 -4.8049 3.7379 0.066
H 2.9689 2.1071 1.9124 0.079
C 1.7736 2.5096 -7.9967 -0.215
N 1.8214 4.0735 -6.1124 -0.051
C -0.7249 -4.7259 4.6873 -0.543
H 2.8893 3.8542 2.2163 0.089
H -0.3362 2.0735 -6.3075 0.080
H 0.3405 -6.2668 5.7216 0.080
H 0.8956 3.0247 -8.3957 0.123
H 1.8843 5.3282 -4.4727 0.119
H 0.9579 -4.6344 6.0524 0.064
O 2.9770 3.1726 -3.3447 -0.202
C 2.6165 3.4503 -7.1635 -0.215
H 3.1399 5.6221 -5.6631 0.120
C 1.7241 2.4167 -0.5098 -0.217
H -0.8058 -5.0076 3.6406 0.078
H 2.3707 2.1576 -8.8422 0.123
O 1.3927 1.3661 -7.2376 -0.197
C -4.7429 -6.3117 4.0759 -0.103
C 0.5615 -5.2968 5.2894 -0.140
H 1.5154 3.0577 -1.3659 0.114
H 3.4361 1.5777 -4.6091 0.092
C -4.2793 -4.8579 4.0680 -0.336
H -0.5728 1.3259 -7.9085 0.088
H 3.0239 4.2317 -7.8109 0.125
H 3.8234 3.2453 0.8390 0.091
H -4.4042 -1.4414 5.5341 0.041
H -1.5962 -5.1404 5.1893 0.041
H 0.3427 2.0477 2.9670 0.077
C -4.5252 -4.0941 5.3703 -0.840
C -0.7472 1.9995 2.9467 -0.077
H 1.6992 1.8147 -4.2811 0.076
C 2.7052 1.8791 -3.8560 -0.096
C 0.6234 1.3849 -0.3866 -0.204
C 2.5973 4.8318 -5.1359 -0.199
O -1.2092 0.6531 2.9120 -0.215
H -1.1164 2.4509 3.8673 0.090
H -2.5950 -2.7469 3.2640 0.058
Br -4.1906 -5.0854 7.0101 0.755
H 1.3029 3.3533 -5.6263 0.070
O 1.7551 3.2457 0.6499 -0.190
C -1.4123 0.1201 1.6115 -0.227
H 3.4583 2.8702 -6.7614 0.107
```

Output
**Total charge**: +1
**F_max**: 0.6 eV/Å
**E_LUMO**: -3.30 eV
**Spin multiplicity**: 1
**E_HOMO**: -0.3640 Ha


No. 2
Computed, not measured: a 7-piece molecular cluster, C18H45Cl2O18S5 overall in a non-equilibrium geometry, with ωB97M-V/def2-TZVPD.

Structure (XYZ):
```
88
Properties=species:S:1:pos:R:3:mulliken_spin:R:1
C 4.1021 1.5719 0.3568 0.000
H -1.4929 -1.1438 -7.5598 0.000
O -1.7710 -2.8096 -2.9668 0.000
Cl 2.1239 5.4587 0.1786 0.000
H -3.5577 -1.4390 2.6313 -0.003
Cl 0.6147 3.3156 -1.7366 0.000
C 5.9701 -1.5522 -1.1389 0.000
H -2.5289 2.2961 -5.9631 0.000
O -4.0729 -4.0237 1.2588 0.000
O 4.0148 -1.0051 0.2200 0.000
O -3.1082 -0.3493 -2.8297 -0.001
S -0.3749 -2.8849 -3.2637 0.000
H 3.8921 1.7014 1.4186 0.000
O 2.2069 2.7885 3.2826 0.000
H -4.2530 2.0522 -1.5391 0.000
H -2.0497 3.3097 -4.5358 0.000
H -3.9487 -2.0380 4.2633 0.000
S -3.2812 0.9179 -3.4975 0.001
H -0.1974 3.5259 -6.1586 0.000
H -2.0911 -3.9061 4.7426 0.000
O -4.1157 -4.8949 3.6235 0.000
H -0.5534 -4.4674 4.0278 0.000
C -2.2810 -0.4497 0.1765 -0.109
O -4.4504 1.1499 -4.3590 0.000
H -0.7510 3.1269 0.1588 0.000
H 0.8304 2.6415 0.4622 0.000
H 0.2850 2.4117 -4.8335 0.000
O -0.1114 -2.0706 -4.7178 0.000
H 5.1812 1.4697 0.2418 0.000
C -0.7170 -2.3525 4.1780 -0.001
O -1.3558 0.5118 0.5200 0.007
C 1.5429 1.0908 7.7629 0.000
S 3.1529 0.1922 -0.4126 -0.001
H 6.4241 -2.4646 -1.5257 0.000
H -3.4684 3.1753 -2.5421 0.000
C -1.3389 -3.7134 3.9776 0.000
H -0.0003 -2.2561 3.3623 0.000
H 3.7536 2.4396 -0.2034 0.000
C 0.5620 -1.6448 -2.1743 0.001
S 1.4854 1.6336 3.8163 0.000
C -0.2965 1.7652 3.5467 0.001
C -3.3667 2.1577 -2.1648 0.003
C -1.0944 -2.2022 -5.7368 0.000
C 4.6768 -1.9642 -0.5651 0.000
C -0.4276 2.5967 -5.6372 0.000
H -0.1754 -0.4183 -6.6680 0.000
H -5.2273 -2.0537 3.0549 0.000
H -0.2180 -2.3811 5.1466 0.000
O 3.3364 0.1787 -1.8441 0.000
O -3.4672 -0.3279 0.1595 0.350
H -0.8568 0.9963 4.0788 0.000
O 1.5778 1.8024 5.5229 0.000
H -2.0277 -1.7675 -5.3788 0.000
H -0.5598 1.7183 2.4901 -0.001
H 0.7634 1.7752 8.0978 0.000
H -0.2768 5.6231 0.0202 0.000
O -2.0345 -3.7422 2.6926 0.000
O -1.8677 -1.6406 0.0412 0.722
H -2.5498 2.0266 -1.4552 -0.001
H 5.7576 -1.0326 -2.0732 0.000
H 4.7748 -2.7734 0.1585 0.000
H 0.2949 4.8456 1.5621 0.000
C -4.1517 -2.1554 3.1988 -0.001
H 0.5372 -2.0112 -1.1480 0.000
H 1.9941 -0.1233 5.9893 0.000
H 3.9748 -2.4013 -1.2753 0.000
O 1.9774 0.2626 3.4355 0.000
H 0.0577 -1.9192 -7.4827 0.000
H -0.5818 -0.0541 0.5671 0.030
C -0.6669 -1.3668 -6.8845 0.000
C 0.4149 4.9179 0.4811 0.000
C 1.3333 0.6739 6.3297 0.000
C -1.8393 2.4191 -5.1280 0.000
H -0.5963 2.7039 4.0126 0.000
O -1.8807 1.2613 -4.3317 0.000
H 1.5803 -1.6891 -2.5604 0.000
H 0.3162 0.3174 6.1670 0.000
H -0.1833 1.8041 -6.3445 0.000
H 2.4306 1.6012 8.1365 0.000
H -1.2942 -3.2282 -6.0459 0.000
H 0.2277 -0.6267 -2.3739 0.001
H -1.4635 -1.5585 4.1597 0.000
O 1.8213 0.0438 0.2098 0.000
H 1.3893 0.2381 8.4243 0.000
H 6.6571 -0.9669 -0.5278 0.000
C 0.2757 3.4384 -0.0331 -0.001
S -3.7043 -3.8987 2.6576 0.001
O 0.3677 -4.1797 -3.3843 0.000
```

Output
**Relative energy (zero: lowest compared OMol25 entry of this formula, charge and spin)**: 0.0 kcal per mole
**F_max**: 4.1 eV/Å
**E_LUMO (spin up / spin down)**: -0.11 / -3.24 eV
**Spin multiplicity**: 2
**E_HOMO (spin up / spin down)**: -0.3739 / -0.3739 Ha


No. 3
Computed, not measured: a 4-piece molecular cluster, C18H45ClN3O6 overall in a non-equilibrium geometry, with ωB97M-V/def2-TZVPD.

Structure (XYZ):
```
73
Properties=species:S:1:pos:R:3:lowdin_charge:R:1
C -6.8975 1.0666 4.9145 -0.229
C 0.4489 3.6031 -4.0249 -0.241
O -0.5888 4.3094 -3.3434 -0.162
H -6.6336 0.5122 2.8029 0.129
C -5.3740 0.4879 6.6842 -0.164
H 8.8153 -2.0418 -0.8308 0.114
H 0.1327 3.4267 -5.0530 0.110
H -6.5760 4.4981 2.7559 0.085
H 7.8870 -2.2802 -3.2574 0.108
H 13.3100 -2.5556 -1.1684 0.084
H -5.0987 -0.0041 4.8092 0.108
C 0.8129 2.2964 -3.3028 -0.228
Cl -2.5254 -1.3772 1.7575 -0.987
H 6.4367 -1.6866 -1.5381 0.124
H -4.3169 0.4281 6.9434 0.111
H -1.3256 5.5368 -4.8400 0.085
O -5.4653 -1.4499 8.1360 -0.201
C -1.2686 1.1722 -4.0541 -0.185
N -5.4820 0.8356 5.2194 -0.031
C 12.5539 -2.7171 -1.9367 -0.134
H -3.0967 0.1135 -4.3309 0.106
H 2.6381 -2.9559 -1.2614 0.098
H 10.2620 -1.8922 -2.7177 0.111
C 5.4239 -2.7638 -2.9300 -0.205
C 8.8698 -2.9382 -1.4486 -0.164
H -7.1563 -0.6994 6.9575 0.102
H -7.4918 0.1839 5.1506 0.097
H 0.0362 0.5593 -2.7227 0.105
O 4.1423 -2.4223 -2.3858 -0.197
H -7.3255 1.9167 5.4457 0.110
N 7.8245 -2.9587 -2.5119 -0.073
C -6.0837 -0.8873 7.0069 -0.226
C -7.0178 3.6940 3.3445 -0.092
H -5.1130 1.4457 -3.8687 0.068
H 6.3512 -3.4352 -1.1117 0.119
H -5.7643 1.3108 7.2830 0.105
H 1.3803 4.1678 -4.0655 0.110
H 8.8053 -3.8102 -0.7978 0.122
H 12.5785 -1.8001 -2.5255 0.083
H 5.2779 -3.7122 -3.4470 0.118
C -4.6960 1.5565 -2.8677 -0.140
H -1.4989 2.0964 -4.5842 0.103
H -5.0957 0.7149 -2.3020 0.088
H 10.3784 -3.5497 -3.0003 0.119
H 5.6180 -2.0103 -3.6934 0.116
H -7.0051 3.8453 4.4239 0.070
H 2.9728 -4.1502 -2.4877 0.084
N -0.3038 1.4913 -2.9122 -0.034
H -2.4503 -0.2370 -2.8294 0.126
H -5.4757 -3.3158 7.6184 0.092
H -5.1550 2.4828 -2.5222 0.082
C -7.0832 1.2876 3.4233 -0.232
H -0.8676 0.4659 -4.7810 0.108
H 1.4154 2.5096 -2.4198 0.121
C 10.2408 -2.8418 -2.1830 -0.239
O -6.3914 2.4385 2.9711 -0.189
H -5.9173 -1.6224 6.2195 0.119
H 12.9726 -3.5206 -2.5426 0.084
O -3.2999 1.7456 -2.9300 -0.176
H -5.3470 -2.9763 9.3908 0.088
C -5.8564 -2.7342 8.4580 -0.131
H 1.3814 1.7659 -4.0667 0.107
H -1.1633 6.2629 -3.2195 0.087
H -6.9305 -2.8239 8.6205 0.085
H 4.0224 -4.0174 -1.0407 0.083
C 6.5701 -2.7083 -1.8938 -0.250
C -0.7199 5.5698 -3.9344 -0.136
H -8.0948 1.2713 3.0178 0.112
H -8.0787 3.6525 3.0978 0.072
H 0.2579 5.9859 -4.1768 0.076
C -2.5585 0.6010 -3.5180 -0.182
O 11.3259 -2.9464 -1.2879 -0.174
C 3.4472 -3.4659 -1.7844 -0.130
```

Output
**Relative energy (zero: lowest compared OMol25 entry of this formula, charge and spin)**: 69.1 kcal per mole
**Total charge**: -1
**F_max**: 2.7 eV/Å
**E_LUMO**: 2.03 eV
**Spin multiplicity**: 1
**E_HOMO**: -0.1246 Ha